No. 1
ORCA calculation (wB97M-V/def2-TZVPD) on a structure of composition C50H50N7Pt at a distorted geometry.

Kohn-Sham gap (spin up / spin down), eV: 4.953 / 5.430
Spin multiplicity: 3
Net charge: -1
E_LUMO (spin up / spin down), eV: 2.157 / 1.134

Cartesian coordinates (Å):
Pt (0.409, 1.200, -0.288)
N (-7.480, 7.534, 0.994)
C (-6.641, 6.756, 0.829)
C (-5.627, 5.821, 0.610)
C (-5.577, 5.091, -0.593)
C (-4.599, 4.158, -0.809)
C (-3.582, 3.916, 0.141)
C (-3.641, 4.669, 1.337)
C (-4.630, 5.583, 1.576)
C (-2.536, 2.950, -0.050)
C (-2.110, 2.231, 1.107)
C (-2.833, 2.033, 2.297)
C (-2.038, 1.244, 3.120)
C (-0.873, 0.988, 2.413)
N (-0.917, 1.577, 1.207)
C (-1.976, 2.706, -1.337)
C (-2.245, 3.416, -2.524)
C (-1.570, 2.773, -3.551)
C (-0.891, 1.716, -2.967)
N (-1.110, 1.670, -1.638)
H (-6.334, 5.272, -1.345)
H (-4.626, 3.557, -1.706)
H (-2.865, 4.532, 2.077)
H (-4.649, 6.145, 2.503)
H (-3.825, 2.392, 2.498)
H (-2.271, 0.901, 4.112)
H (-0.009, 0.437, 2.743)
H (-2.838, 4.304, -2.615)
H (-1.561, 3.037, -4.593)
H (-0.268, 0.991, -3.464)
C (-0.393, -6.111, -0.232)
C (-0.432, -5.693, -1.672)
C (-0.464, -6.631, -2.691)
C (-0.502, -6.249, -4.021)
C (-0.520, -4.904, -4.346)
C (-0.496, -3.949, -3.348)
C (-0.446, -4.329, -2.007)
N (-0.434, -3.391, -0.983)
C (-0.040, -2.045, -1.033)
N (1.068, -1.856, -1.782)
C (1.821, -0.753, -2.233)
C (1.640, 0.575, -1.805)
C (2.458, 1.524, -2.430)
C (3.409, 1.203, -3.379)
C (3.599, -0.121, -3.728)
C (2.817, -1.110, -3.161)
C (3.066, -2.548, -3.546)
N (-0.629, -1.170, -0.313)
C (-1.834, -1.496, 0.313)
C (-3.024, -1.257, -0.373)
C (-4.240, -1.590, 0.187)
C (-4.286, -2.161, 1.448)
C (-3.110, -2.377, 2.140)
C (-1.874, -2.062, 1.594)
C (-0.623, -2.360, 2.374)
H (-0.249, -7.186, -0.152)
H (-1.330, -5.856, 0.267)
H (0.419, -5.605, 0.291)
H (-0.451, -7.681, -2.435)
H (-0.528, -7.000, -4.796)
H (-0.566, -4.597, -5.380)
H (-0.550, -2.900, -3.600)
H (-1.001, -3.608, -0.175)
H (1.383, -2.718, -2.199)
H (2.345, 2.571, -2.179)
H (4.014, 1.978, -3.832)
H (4.355, -0.392, -4.452)
H (3.909, -2.609, -4.230)
H (2.206, -2.995, -4.046)
H (3.312, -3.154, -2.672)
H (-2.967, -0.809, -1.353)
H (-5.152, -1.412, -0.361)
H (-5.231, -2.451, 1.885)
H (-3.135, -2.799, 3.135)
H (-0.741, -2.029, 3.405)
H (0.238, -1.857, 1.945)
H (-0.434, -3.437, 2.389)
C (5.197, -0.246, 4.373)
C (4.219, -0.429, 3.247)
C (3.969, -1.699, 2.752)
C (3.051, -1.864, 1.716)
C (2.783, -3.226, 1.139)
C (2.411, -0.762, 1.204)
C (2.643, 0.561, 1.654)
C (3.586, 0.675, 2.701)
N (1.954, 1.546, 1.039)
C (2.172, 2.965, 1.319)
C (1.796, 3.355, 2.763)
C (3.625, 3.355, 0.977)
C (1.264, 3.819, 0.411)
H (5.418, -1.200, 4.847)
H (4.801, 0.436, 5.123)
H (6.130, 0.174, 3.999)
H (4.489, -2.555, 3.158)
H (3.704, -3.646, 0.732)
H (2.050, -3.156, 0.341)
H (2.411, -3.912, 1.900)
H (1.699, -0.881, 0.404)
H (3.831, 1.628, 3.136)
H (2.478, 2.967, 3.510)
H (0.802, 2.977, 2.989)
H (1.780, 4.439, 2.847)
H (4.350, 2.775, 1.537)
H (3.786, 4.410, 1.185)
H (3.803, 3.178, -0.082)
H (0.223, 3.740, 0.720)
H (1.356, 3.518, -0.634)
H (1.551, 4.867, 0.484)

These are the Löwdin partial charges, in e, on atoms 1 to 4: number 1, Pt, carries 1.39; number 2, N, carries 0.12; number 3, C, carries -0.23; number 4, C, carries -0.26

No. 2
ORCA calculation (wB97M-V/def2-TZVPD) on a structure of composition C50H50N9S5ScSe at a distorted geometry.

Kohn-Sham gap, eV: 5.595
Net charge: 0
E_LUMO, eV: -0.180

Cartesian coordinates (Å):
Sc (-0.081, 0.079, -2.411)
C (-2.713, 6.228, 0.199)
S (-3.009, 4.682, -0.638)
C (-1.467, 4.332, -1.416)
S (0.002, 4.924, -0.767)
N (-1.584, 3.417, -2.317)
N (-0.524, 2.674, -2.673)
C (0.471, 3.296, -3.287)
C (1.618, 2.487, -3.608)
C (2.757, 3.207, -3.967)
C (3.965, 2.576, -4.082)
C (4.013, 1.221, -3.989)
C (2.810, 0.552, -3.688)
N (1.633, 1.134, -3.516)
H (-3.676, 6.492, 0.712)
H (-1.969, 6.156, 0.976)
H (-2.488, 7.061, -0.482)
H (0.354, 4.358, -3.430)
H (2.616, 4.290, -4.083)
H (4.737, 3.203, -4.207)
H (4.813, 0.478, -4.120)
H (2.715, -0.515, -3.581)
N (1.025, 0.942, -0.763)
S (1.819, 0.945, 0.466)
N (2.239, -0.454, 1.180)
S (1.294, -1.518, 1.789)
N (-0.238, -1.441, 1.802)
S (-1.289, -1.672, 0.505)
N (-1.127, -0.932, -0.715)
C (-2.694, -1.384, 1.565)
C (-2.796, -0.185, 2.268)
C (-3.955, 0.004, 2.989)
C (-5.026, -0.908, 2.972)
C (-4.871, -2.056, 2.240)
C (-3.697, -2.308, 1.525)
C (-1.294, -3.501, 0.308)
C (-1.370, -4.344, 1.399)
C (-1.161, -5.690, 1.198)
C (-0.684, -6.136, -0.017)
C (-0.473, -5.281, -1.061)
C (-0.867, -3.965, -0.956)
C (1.523, -1.337, 3.569)
C (0.475, -1.545, 4.438)
C (0.589, -1.069, 5.746)
C (1.768, -0.479, 6.195)
C (2.868, -0.500, 5.375)
C (2.744, -0.766, 4.012)
C (2.061, -3.040, 1.198)
C (2.522, -4.003, 2.122)
C (3.155, -5.113, 1.631)
C (3.382, -5.295, 0.258)
C (2.899, -4.293, -0.601)
C (2.286, -3.172, -0.126)
C (3.524, 1.645, 0.313)
C (4.616, 0.864, 0.640)
C (5.871, 1.382, 0.405)
C (5.966, 2.714, -0.050)
C (4.852, 3.475, -0.419)
C (3.617, 2.950, -0.208)
C (1.012, 1.829, 1.751)
C (-0.255, 2.303, 1.374)
C (-0.977, 3.061, 2.307)
C (-0.394, 3.291, 3.535)
C (0.846, 2.861, 3.853)
C (1.609, 2.128, 2.963)
H (-1.997, 0.538, 2.240)
H (-4.167, 0.932, 3.575)
H (-5.879, -0.755, 3.584)
H (-5.649, -2.861, 2.260)
H (-3.676, -3.246, 0.921)
H (-1.614, -4.007, 2.391)
H (-1.180, -6.333, 2.068)
H (-0.503, -7.189, -0.010)
H (-0.114, -5.651, -2.050)
H (-0.590, -3.295, -1.782)
H (-0.419, -2.018, 4.128)
H (-0.248, -1.185, 6.417)
H (1.844, -0.113, 7.204)
H (3.831, -0.187, 5.717)
H (3.563, -0.604, 3.331)
H (2.248, -3.863, 3.144)
H (3.346, -5.903, 2.337)
H (3.906, -6.146, -0.170)
H (3.015, -4.445, -1.653)
H (2.068, -2.288, -0.848)
H (4.474, -0.185, 0.992)
H (6.800, 0.839, 0.576)
H (6.989, 3.060, -0.229)
H (5.009, 4.420, -0.868)
H (2.730, 3.549, -0.465)
H (-0.760, 2.022, 0.465)
H (-1.861, 3.502, 1.922)
H (-0.958, 3.900, 4.269)
H (1.226, 3.288, 4.787)
H (2.589, 1.853, 3.182)
C (-2.426, 0.895, -4.270)
C (-3.891, 0.761, -4.820)
N (-4.762, 0.302, -3.788)
C (-4.495, 1.191, -2.647)
C (-3.203, 0.788, -2.003)
N (-2.310, 0.082, -3.019)
C (-2.879, -1.324, -3.340)
C (-4.438, -1.128, -3.468)
H (-2.199, 1.902, -4.072)
H (-1.641, 0.438, -4.945)
H (-3.877, 0.185, -5.715)
H (-4.200, 1.766, -5.165)
H (-5.337, 1.139, -2.014)
H (-4.491, 2.219, -3.013)
H (-3.422, 0.045, -1.249)
H (-2.662, 1.571, -1.513)
H (-2.593, -2.010, -2.504)
H (-2.413, -1.590, -4.289)
H (-4.981, -1.294, -2.542)
H (-4.910, -1.809, -4.212)
Se (0.719, -2.097, -3.450)

These are the Löwdin partial charges, in e, on atoms 1 to 4: number 1, Sc, carries 0.48; number 2, C, carries -0.48; number 3, S, carries 0.80; number 4, C, carries -1.16

No. 3
ORCA calculation (wB97M-V/def2-TZVPD) on a structure of composition C50H51BF4N8OSbSeTi at a distorted geometry.

Kohn-Sham gap (spin up / spin down), eV: 3.642 / 4.832
Spin multiplicity: 3
Net charge: -1
E_LUMO (spin up / spin down), eV: 1.720 / 1.758

Cartesian coordinates (Å):
Ti (-0.041, -0.013, -0.171)
C (2.038, 0.052, 3.624)
C (0.994, 0.132, 2.721)
N (1.194, 0.336, 1.402)
C (2.505, 0.458, 0.992)
C (3.537, 0.370, 1.923)
N (3.333, 0.169, 3.251)
C (2.709, 0.695, -0.451)
C (3.870, 1.056, -1.110)
C (3.823, 1.323, -2.496)
C (2.579, 1.230, -3.160)
C (1.455, 0.849, -2.449)
N (1.580, 0.564, -1.150)
C (0.060, 0.737, -2.927)
C (-0.321, 0.888, -4.258)
N (-1.607, 0.790, -4.688)
C (-2.518, 0.530, -3.724)
C (-2.170, 0.374, -2.395)
N (-0.894, 0.473, -1.967)
C (5.044, 1.710, -3.235)
C (5.951, 2.642, -2.712)
C (7.084, 2.969, -3.443)
N (7.376, 2.444, -4.649)
C (6.498, 1.551, -5.146)
C (5.341, 1.158, -4.488)
H (1.860, -0.110, 4.681)
H (-0.040, 0.035, 3.033)
H (4.579, 0.454, 1.640)
H (4.808, 1.140, -0.573)
H (2.510, 1.481, -4.213)
H (0.394, 1.094, -5.045)
H (-3.548, 0.448, -4.052)
H (-2.910, 0.166, -1.631)
H (5.783, 3.125, -1.755)
H (7.806, 3.687, -3.064)
H (6.755, 1.140, -6.119)
H (4.696, 0.419, -4.952)
F (-0.945, -1.589, 0.452)
B (-1.630, -2.782, 0.924)
F (-1.029, -3.957, 0.314)
F (-3.035, -2.711, 0.558)
F (-1.509, -2.870, 2.370)
Se (1.978, -1.517, 0.125)
C (3.511, -2.652, 0.338)
C (3.495, -3.955, -0.174)
C (4.613, -4.782, -0.019)
C (5.747, -4.307, 0.648)
C (5.764, -3.005, 1.159)
C (4.647, -2.178, 1.005)
H (2.619, -4.327, -0.691)
H (4.600, -5.789, -0.415)
H (6.612, -4.947, 0.767)
H (6.642, -2.638, 1.675)
H (4.665, -1.171, 1.403)
C (1.635, -1.076, -3.397)
N (0.441, -1.857, -3.710)
C (0.480, -2.578, -4.966)
C (-0.561, -1.800, -2.762)
O (-0.365, -1.107, -1.753)
N (-1.759, -2.476, -2.892)
C (-2.270, -3.349, -3.939)
C (-2.719, -2.312, -1.800)
H (2.396, -1.156, -4.178)
H (2.063, -1.434, -2.455)
H (1.357, -0.023, -3.286)
H (1.424, -2.417, -5.494)
H (-0.321, -2.214, -5.614)
H (0.397, -3.650, -4.768)
H (-1.621, -3.521, -4.782)
H (-3.200, -2.916, -4.323)
H (-2.496, -4.324, -3.494)
H (-2.371, -1.663, -0.993)
H (-2.935, -3.297, -1.373)
H (-3.642, -1.885, -2.205)
C (-3.397, 2.778, -0.593)
C (-3.024, 3.609, 0.603)
C (-3.328, 4.982, 0.613)
C (-2.988, 5.774, 1.711)
C (-2.343, 5.206, 2.808)
C (-2.033, 3.845, 2.811)
C (-2.367, 3.033, 1.714)
Sb (-1.874, 0.917, 1.736)
C (-0.938, 0.674, 3.688)
C (0.173, 1.502, 3.915)
C (0.891, 1.430, 5.107)
C (0.520, 0.513, 6.088)
C (-0.563, -0.340, 5.873)
C (-1.302, -0.277, 4.675)
C (-2.428, -1.249, 4.476)
C (-3.907, 0.181, 1.941)
C (-4.226, -0.880, 1.083)
C (-5.492, -1.466, 1.109)
C (-6.458, -0.997, 1.996)
C (-6.162, 0.062, 2.856)
C (-4.892, 0.669, 2.838)
C (-4.627, 1.814, 3.775)
H (-3.897, 3.387, -1.376)
H (-4.096, 1.972, -0.289)
H (-2.484, 2.328, -1.037)
H (-3.829, 5.442, -0.229)
H (-3.227, 6.830, 1.712)
H (-2.084, 5.820, 3.661)
H (-1.545, 3.433, 3.677)
H (0.483, 2.211, 3.158)
H (1.741, 2.081, 5.267)
H (1.082, 0.455, 7.012)
H (-0.820, -1.056, 6.643)
H (-2.519, -1.951, 5.332)
H (-2.252, -1.847, 3.558)
H (-3.387, -0.718, 4.406)
H (-3.484, -1.259, 0.391)
H (-5.722, -2.286, 0.441)
H (-7.439, -1.453, 2.016)
H (-6.932, 0.411, 3.533)
H (-5.499, 2.012, 4.434)
H (-4.457, 2.737, 3.195)
H (-3.752, 1.601, 4.420)
H (0.102, 1.740, -0.251)

These are the Löwdin partial charges, in e, on atoms 1 to 4: number 1, Ti, carries 0.48; number 2, C, carries -0.14; number 3, C, carries -0.23; number 4, N, carries -0.20

No. 4
ORCA calculation (wB97M-V/def2-TZVPD) on a structure of composition C50H52As2BrIN9Rb.

Kohn-Sham gap, eV: 4.788
Net charge: -2
E_LUMO, eV: 3.399

Cartesian coordinates (Å):
Rb (0.112, -0.734, -0.753)
C (-0.989, -3.559, 4.113)
C (-0.066, -2.707, 4.713)
C (0.887, -2.089, 3.936)
C (0.903, -2.333, 2.554)
N (0.034, -3.175, 1.978)
C (-0.882, -3.755, 2.748)
N (1.752, -1.613, 1.751)
C (2.421, -2.124, 0.772)
N (2.938, -1.348, -0.214)
C (3.683, -2.134, -1.029)
N (4.362, -1.802, -2.072)
C (4.209, -0.572, -2.677)
C (5.366, 0.170, -2.977)
C (5.258, 1.338, -3.696)
C (4.003, 1.749, -4.131)
C (2.920, 0.957, -3.791)
N (2.996, -0.164, -3.075)
C (3.693, -3.538, -0.522)
C (4.338, -4.670, -0.973)
C (4.134, -5.853, -0.271)
C (3.306, -5.881, 0.848)
C (2.657, -4.731, 1.293)
C (2.862, -3.558, 0.587)
H (-1.780, -4.031, 4.679)
H (-0.108, -2.513, 5.780)
H (1.613, -1.404, 4.348)
H (-1.585, -4.403, 2.234)
H (6.321, -0.199, -2.629)
H (6.142, 1.919, -3.930)
H (3.869, 2.646, -4.722)
H (1.925, 1.231, -4.120)
H (4.975, -4.626, -1.848)
H (4.620, -6.766, -0.596)
H (3.154, -6.815, 1.375)
H (2.002, -4.764, 2.151)
C (-4.715, -2.855, -1.979)
As (-3.784, -1.122, -1.821)
C (-5.332, -0.215, -0.957)
C (-4.139, -0.473, -3.644)
C (-5.414, -0.552, -4.194)
C (-5.671, -0.149, -5.497)
C (-4.633, 0.336, -6.277)
C (-3.360, 0.430, -5.733)
C (-3.100, 0.045, -4.421)
As (-1.276, 0.227, -3.711)
C (-1.056, 2.142, -4.246)
C (-0.343, -0.518, -5.287)
H (-5.733, -2.728, -2.349)
H (-4.761, -3.306, -0.985)
H (-4.165, -3.511, -2.651)
H (-6.293, -0.570, -1.339)
H (-5.258, 0.860, -1.119)
H (-5.282, -0.410, 0.116)
H (-6.231, -0.948, -3.600)
H (-6.674, -0.227, -5.904)
H (-4.811, 0.635, -7.304)
H (-2.552, 0.801, -6.354)
H (-1.413, 2.338, -5.258)
H (0.002, 2.408, -4.190)
H (-1.607, 2.768, -3.544)
H (-0.211, 0.226, -6.076)
H (-0.923, -1.356, -5.669)
H (0.633, -0.893, -4.982)
C (-0.760, 1.793, 6.410)
C (0.123, 1.113, 5.361)
C (0.747, 2.065, 4.374)
C (1.890, 2.823, 4.894)
C (2.709, 3.572, 4.158)
C (2.517, 3.660, 2.685)
C (1.214, 3.019, 2.115)
C (0.377, 4.045, 1.351)
C (-0.332, 4.999, 2.307)
C (0.379, 2.191, 3.074)
N (-0.591, 1.459, 2.417)
C (-1.669, 1.053, 3.034)
C (-2.501, 0.005, 2.602)
C (-3.613, -0.500, 3.322)
C (-4.035, -1.619, 2.630)
C (-3.161, -1.724, 1.516)
N (-2.256, -0.757, 1.478)
H (-1.143, 1.066, 7.130)
H (-1.613, 2.288, 5.941)
H (-0.201, 2.554, 6.961)
H (-0.446, 0.343, 4.844)
H (0.937, 0.598, 5.887)
H (2.077, 2.740, 5.962)
H (3.537, 4.111, 4.606)
H (2.633, 4.695, 2.345)
H (-0.344, 3.550, 0.709)
H (1.044, 4.610, 0.691)
H (-1.046, 4.459, 2.931)
H (-0.878, 5.768, 1.756)
H (0.380, 5.497, 2.971)
H (-1.952, 1.517, 3.985)
H (-4.013, -0.095, 4.242)
H (-4.859, -2.276, 2.869)
H (-3.182, -2.486, 0.746)
N (-1.941, 1.649, -0.289)
C (-2.563, 1.585, -1.267)
H (-1.433, 1.517, 0.603)
I (-2.332, -3.868, -5.083)
C (-1.655, -2.692, -3.346)
H (-0.567, -2.661, -3.524)
H (-1.792, -3.421, -2.532)
Br (5.782, 4.229, 1.356)
C (4.191, 3.356, 0.762)
C (3.379, 2.697, 1.809)
C (2.078, 2.046, 1.243)
N (1.796, 2.093, -0.174)
C (2.589, 2.719, -0.933)
C (3.833, 3.401, -0.511)
H (3.982, 2.012, 2.407)
H (1.965, 1.008, 1.563)
H (2.342, 2.759, -1.991)
H (4.431, 3.905, -1.259)

These are the Löwdin partial charges, in e, on atoms 1 to 4: number 1, Rb, carries 0.49; number 2, C, carries -0.09; number 3, C, carries -0.09; number 4, C, carries -0.03